# 1
Entry from OMol25: the molecule C2H3N3O2 at a distorted geometry (ωB97M-V with the def2-TZVPD basis set).

Results
**ΔE to the lowest compared entry with this formula, charge and spin**: 0.0 kcal/mol
**Calculated total energy**: -10688.4568 eV
**Gap between HOMO and LUMO**: 10.740 eV
**Largest force on an atom**: 1.17 eV/A
**Structure (SMILES)**: O=c1[nH][nH]c(=O)[nH]1

Each line ends with the Mulliken charge.
CARTESIAN COORDINATES (ANGSTROEM)
O 1.16280 -2.01361 0.48147  -0.5690
C 0.49333 -1.02814 0.26448  0.3795
N -0.89685 -0.93733 0.34455  -0.1808
N -1.27747 0.31317 -0.22288  -0.2034
C -0.14831 1.13317 -0.29997  0.3956
O -0.13955 2.33091 -0.48040  -0.5594
N 0.92772 0.24220 -0.11130  -0.0101
H -1.39064 -1.73949 -0.03031  0.2757
H -2.02782 0.74660 0.31946  0.2846
H 1.88850 0.49803 -0.15729  0.1874

Forces on atoms 1 to 3 (eV/Å):
O -0.4 0.7 -0.2
C 0.5 -0.4 0.1
N 0.3 0.2 -0.1

=====

# 2
Entry from OMol25: a structure of composition C14H25N3O3Pb at a distorted geometry (ωB97M-V with the def2-TZVPD basis set).

Results
**ΔE to the lowest compared entry with this formula, charge and spin**: 218.9 kcal/mol
**Calculated total energy**: -30761.3976 eV
**Gap between HOMO and LUMO (alpha / beta)**: 3.960 / 3.807 eV
**Charge**: +2
**Largest force on an atom**: 4.33 eV/A

Each line ends with the Mulliken charge.
CARTESIAN COORDINATES (ANGSTROEM)
C -0.41616 7.16898 1.94127  -1.1388
C 0.52728 7.44808 0.98658  0.6513
H -0.03520 6.89442 2.90904  0.3727
H -1.48487 7.18886 1.76723  0.3183
C 1.14562 6.86180 -0.16254  1.0584
C 1.21474 5.54362 -0.62415  -1.3913
H 1.66778 4.78726 -0.04396  0.3100
H 1.18609 5.48340 -1.61315  0.4625
C 0.79403 8.88777 1.45213  -1.4183
H 0.34996 9.07459 2.45986  0.4070
H 0.29293 9.54872 0.74152  0.3537
H 1.86983 9.00643 1.52376  0.3393
C 1.72970 8.02555 -0.98013  -1.2877
H 2.61530 8.45376 -0.49326  0.2952
H 1.00940 8.84785 -1.06557  0.3190
H 2.00170 7.73251 -1.98862  0.3899
Pb 1.14288 0.67595 0.36282  1.2531
O -1.37473 0.87204 0.69638  -0.4127
C -1.91782 1.93273 0.32432  0.6100
O -0.04265 0.78412 -1.63650  -0.5662
C -1.10439 1.42449 -1.86728  0.3679
O -1.56129 1.47479 -3.08315  -0.2937
N -1.84663 2.22531 -1.01754  0.2974
C -2.67149 2.45403 -3.13802  -0.4797
C -2.51257 3.21651 -1.83326  -0.3925
H -3.61089 1.89285 -3.16852  0.3072
H -2.52805 3.01271 -4.07558  0.3464
H -3.44842 3.58170 -1.40385  0.4786
H -1.84930 4.07843 -2.05061  0.1774
C -2.38668 2.71674 1.42787  -0.4094
C -1.86112 2.43362 2.64512  -0.7579
H -2.83613 3.67992 1.24686  0.4284
H -0.84640 2.75336 2.28415  0.1796
H -2.08169 3.17689 3.40569  0.3428
N 1.73177 -1.53531 -0.81955  -0.5579
C 1.04627 -2.77502 -0.27021  -0.4865
C 0.30059 -2.49490 1.00645  -0.6011
N -0.33638 -1.18641 0.88455  -0.3776
H 1.40821 -1.36083 -1.77636  0.2776
H 2.72960 -1.73090 -0.91444  0.3053
H 0.35177 -3.15152 -1.03365  0.3152
H 1.81091 -3.52721 -0.06692  0.3707
H -0.48722 -3.22920 1.19959  0.3537
H 0.97794 -2.42345 1.86763  0.3478
H -0.95682 -1.07163 0.07938  0.2580
H -0.91071 -0.88215 1.66866  0.2771

Forces on atoms 1 to 3 (eV/Å):
C -2.3 -3.4 1.2
C 2.4 0.4 -1.7
H -0.3 0.5 0.6

=====

# 3
Entry from OMol25: the molecule C3H10N2O at a distorted geometry (ωB97M-V with the def2-TZVPD basis set).

Results
**ΔE to the lowest compared entry with this formula, charge and spin**: 36.3 kcal/mol
**Calculated total energy**: -8299.9318 eV
**Gap between HOMO and LUMO**: 9.864 eV
**Largest force on an atom**: 2.54 eV/A
**Structure (SMILES)**: NCCNCO

Each line ends with the Mulliken charge.
CARTESIAN COORDINATES (ANGSTROEM)
N -0.20536 -0.39583 2.17706  -0.5368
C 1.04967 -0.28715 1.46679  -0.3371
C 0.92812 -0.84267 0.02635  -0.6779
N 0.55033 0.16417 -0.99674  -0.3664
C -0.63854 0.93271 -0.97388  -0.1141
O -1.65101 0.36315 -1.86266  -0.5264
H -0.70531 0.47399 2.15315  0.1736
H -0.20708 -0.72378 3.12212  0.1882
H 1.79896 -0.95742 1.90764  0.3875
H 1.47397 0.72377 1.49337  0.2183
H 1.87365 -1.23912 -0.33632  0.3804
H 0.05237 -1.49544 0.02943  0.3113
H 1.34796 0.71321 -1.25096  0.2156
H -1.12370 1.01219 0.00659  0.1060
H -0.44659 1.92121 -1.39598  0.2832
H -1.13621 -0.38605 -2.18873  0.2948

Forces on atoms 1 to 3 (eV/Å):
N -0.6 0.3 -0.4
C 0.8 -1.1 -0.1
C -1.5 2.0 -0.3

=====

# 4
Entry from OMol25: a structure of composition BH12NaO4 at a distorted geometry (ωB97M-V with the def2-TZVPD basis set).

Results
**Calculated total energy**: -13477.2361 eV
**Gap between HOMO and LUMO**: 7.380 eV
**Largest force on an atom**: 1.71 eV/A

Each line ends with the Mulliken charge.
CARTESIAN COORDINATES (ANGSTROEM)
Na -0.30820 -0.19169 -0.01647  0.4104
B -1.21331 2.01441 1.12733  0.3645
H -0.84243 2.02350 0.02689  -0.2318
H -1.57439 3.07940 1.43551  -0.1963
H -2.14778 1.30764 1.22286  -0.2644
H -0.36815 1.65437 1.85801  -0.2723
O -0.46010 -2.62140 0.66916  -0.4836
H -1.20674 -3.22716 0.58971  0.2674
H 0.28828 -3.18140 0.90173  0.2841
O 1.47475 1.12153 -1.34512  -0.5216
H 1.82274 0.58030 -2.06497  0.2967
H 2.21558 1.67554 -1.07391  0.2691
O 1.64283 -0.73334 1.26733  -0.4792
H 1.72020 -1.42566 1.93224  0.2595
H 2.40378 -0.16097 1.41584  0.2633
O -1.16893 -0.55055 -2.26816  -0.5569
H -1.40278 -1.38546 -2.68987  0.2924
H -0.87533 0.02093 -2.98812  0.2989

Forces on atoms 1 to 3 (eV/Å):
Na -0.1 0.6 0.3
B -0.3 0.0 0.4
H 0.6 0.0 -1.6

=====

# 5
Entry from OMol25: the molecule C8H12N4O2 at a distorted geometry (ωB97M-V with the def2-TZVPD basis set).

Results
**ΔE to the lowest compared entry with this formula, charge and spin**: 140.8 kcal/mol
**Calculated total energy**: -18538.9863 eV
**Gap between HOMO and LUMO (alpha / beta)**: 9.015 / 9.016 eV
**Largest force on an atom**: 3.54 eV/A

Each line ends with the Mulliken charge.
CARTESIAN COORDINATES (ANGSTROEM)
C 1.84096 -1.86188 -0.57785  0.1183
C -0.21726 1.12975 2.53968  -0.0224
C 2.58263 0.17126 -1.82621  -1.6472
C 0.45709 -1.10350 -2.40797  -1.6453
C -2.00672 -0.39873 2.29003  -1.3106
C -1.98089 1.67485 0.86832  -1.3915
C 1.43545 -0.70499 -1.31756  1.4987
C -1.14971 0.59275 1.51346  1.2585
N 2.23328 -2.84037 -0.17325  -0.4935
N 0.53190 1.64679 3.23137  -0.4991
N 0.60271 0.31708 -0.11187  0.3010
N -0.40532 -0.20797 0.49204  0.8217
O 0.95079 1.44537 0.06368  -0.7350
O -0.80321 -1.33651 0.16787  -0.7582
H 3.46230 0.07494 -1.19923  0.3858
H 2.82680 -0.03928 -2.85033  0.3966
H 2.48635 1.20391 -1.99732  0.4306
H 0.95043 -1.48982 -3.31352  0.3936
H -0.17728 -0.28232 -2.79146  0.3854
H -0.26073 -1.77359 -2.18253  0.4432
H -2.24022 0.05615 3.37710  0.3331
H -3.01654 -0.72585 1.79632  0.2928
H -1.32727 -1.38713 2.26878  0.3697
H -2.67585 2.12735 1.60157  0.3697
H -2.72680 1.22593 0.13850  0.3413
H -1.37290 2.48582 0.40036  0.3628

Forces on atoms 1 to 3 (eV/Å):
C -0.2 1.4 -0.8
C 0.1 0.3 -1.4
C 0.7 -1.1 0.4

=====

# 6
Entry from OMol25: a structure of composition C30H35ClIrNP2S2Si (ωB97M-V with the def2-TZVPD basis set).

Results
**Expectation value of S²**: 8.84
**Calculated total energy**: -96647.8200 eV
**Spin multiplicity**: 6
**Gap between HOMO and LUMO (alpha / beta)**: 6.835 / 6.394 eV
**Charge**: +1
**Largest force on an atom**: 0.88 eV/A

Each line ends with the Mulliken charge.
CARTESIAN COORDINATES (ANGSTROEM)
Ir -0.16615 0.11716 0.38941  2.1615
Cl -0.27859 0.13159 -3.52821  -0.1417
C -1.65534 1.19580 -3.38595  0.3911
C -1.89644 2.05777 -4.43943  -0.6477
C -2.96346 2.94084 -4.36627  -0.5236
C -3.77278 2.96266 -3.24284  -0.8805
C -3.53742 2.08060 -2.19606  -0.4699
C -2.48879 1.16533 -2.25377  0.7444
P -2.14945 -0.02253 -0.93073  -0.5206
C -3.54262 -0.00597 0.37150  2.3488
C -3.52941 1.31488 1.08819  -0.8836
C -4.65978 2.04979 1.26267  -0.6957
C -5.90587 1.62307 0.74656  -0.8884
C -5.98169 0.40422 0.03061  -0.6876
C -4.88593 -0.37048 -0.17034  -0.9851
C -2.31522 -1.64419 -1.73224  0.6756
C -1.50204 -2.70435 -1.33226  -0.3011
C -1.65701 -3.96066 -1.90057  -0.6841
C -2.62084 -4.16226 -2.88088  -0.6072
C -3.42139 -3.10675 -3.29775  -0.7335
C -3.26918 -1.84983 -2.72798  -0.6552
H -1.24916 2.03760 -5.30615  0.4956
H -3.15792 3.61453 -5.19286  0.4044
H -4.59424 3.66598 -3.17658  0.4243
H -4.17567 2.11463 -1.32681  0.2324
H -2.59010 1.64649 1.51158  0.2913
H -4.60116 2.98313 1.81108  0.4526
H -6.79758 2.21259 0.91401  0.4345
H -6.93826 0.07768 -0.36283  0.4796
H -4.97939 -1.32224 -0.68050  0.5320
H -0.74456 -2.54217 -0.57250  0.3812
H -1.02310 -4.78097 -1.58517  0.4544
H -2.74348 -5.14221 -3.32689  0.4154
H -4.16396 -3.26013 -4.07189  0.4513
H -3.88322 -1.02362 -3.07056  0.4903
C -2.04494 -3.87168 5.65667  -1.0943
Si -1.40556 -2.12570 5.70283  0.1321
C 0.43224 -2.13621 5.91917  -0.9891
C -2.23524 -1.17803 7.06545  -1.0353
C -2.00073 -1.40134 4.05031  0.0336
C -3.39670 -1.43227 3.79276  -0.6435
C -3.91607 -1.25578 2.54855  -1.4172
C -3.02909 -1.12223 1.35490  -0.4795
N -1.64623 -0.81984 1.71203  -0.4426
C -1.19576 -0.91227 2.93542  1.2153
S 0.37963 -0.26335 3.10641  -0.4773
H -1.86684 -4.37776 6.61322  0.3636
H -1.55209 -4.45248 4.87003  0.3261
H -3.12335 -3.88782 5.46478  0.3638
H 0.66980 -2.64062 6.86413  0.3502
H 0.84441 -1.12408 5.96230  0.3311
H 0.93259 -2.67553 5.10967  0.2816
H -1.93300 -1.57123 8.04203  0.3376
H -3.32529 -1.25940 6.99598  0.3263
H -1.96829 -0.11671 7.02840  0.3407
H -4.07706 -1.59936 4.62658  0.3730
H -4.98636 -1.25961 2.37320  0.5128
H -3.06168 -2.06765 0.79900  0.3667
C 2.79568 -1.75973 1.29337  -1.2413
P 2.14251 -0.39044 0.30280  0.6375
C 2.65680 -0.81624 -1.38330  -1.2246
C 3.19907 1.01093 0.74718  -1.2906
H 3.83688 -1.92694 1.01161  0.4759
H 2.22026 -2.66791 1.11016  0.3288
H 2.73120 -1.52051 2.35101  0.3620
H 3.74054 -0.93466 -1.41164  0.4663
H 2.36024 -0.02948 -2.07809  0.2698
H 2.18160 -1.74884 -1.69047  0.3503
H 4.25132 0.73476 0.66334  0.4736
H 2.97930 1.31225 1.77267  0.3117
H 2.98975 1.85422 0.08818  0.3355
S 0.18288 3.20574 -0.81480  -0.0684
C -0.00979 2.02818 0.16305  -0.2172

Forces on atoms 1 to 3 (eV/Å):
Ir -0.4 0.3 -0.1
Cl -0.1 0.1 0.2
C -0.1 -0.1 0.1